The following is a quantum chemistry calculation of a molecular structure, C46H45AsBBrN7O4PtS, from the Open Molecules 2025 dataset.

```
107
Properties=species:S:1:pos:R:3:forces:R:3
Pt 0.5918 0.7373 0.1456 -0.0632 0.0839 -0.0015
C -1.3404 1.3919 -2.8428 0.0022 0.0345 -0.0035
C 0.0648 1.8612 -2.7154 0.0399 -0.0784 0.0059
C 0.7861 2.6179 -3.6361 -0.0245 0.0332 -0.0133
C 2.0440 2.8009 -3.0911 0.0506 -0.0250 -0.0154
C 3.2208 3.5212 -3.6555 -0.0049 0.0042 0.0025
N 2.0726 2.1784 -1.9038 -0.0549 -0.0648 0.0249
N 0.8661 1.5931 -1.6789 -0.0313 0.1157 0.0167
B 3.2406 1.9805 -0.9012 0.0492 -0.0040 -0.0165
N 2.8094 2.5906 0.4382 -0.0150 0.0084 -0.0139
N 1.6747 2.1623 1.0355 -0.0117 0.0188 0.0258
C 1.4918 2.8590 2.1653 0.0357 -0.0746 0.0383
C 0.3967 2.6599 3.1533 -0.0162 -0.0071 0.0195
C 2.5490 3.7556 2.2834 -0.0100 0.0137 0.0070
C 3.3623 3.5574 1.1830 0.0199 -0.0144 0.0044
C 4.6452 4.2244 0.8229 -0.0032 0.0036 -0.0025
N 3.4790 0.4786 -0.7495 0.0443 -0.0039 0.1083
N 2.4357 -0.3674 -0.4938 0.0400 -0.0324 -0.0553
C 2.8624 -1.6016 -0.7709 0.0123 0.0319 0.0501
C 2.0246 -2.8283 -0.7314 -0.0037 -0.0329 0.1352
C 4.2053 -1.5540 -1.1559 -0.0089 -0.0052 -0.0668
C 4.5579 -0.2241 -1.1412 -0.0041 -0.0017 -0.0194
C 5.8637 0.4057 -1.4900 0.0012 0.0062 0.0066
H -1.9183 2.1221 -3.4088 0.0090 -0.0056 -0.0177
H -1.3693 0.4442 -3.3844 0.0269 -0.0028 0.0131
H -1.8120 1.2599 -1.8739 0.0112 0.0024 -0.0302
H 0.4289 2.9898 -4.5811 -0.0024 0.0022 0.0030
H 2.9364 4.0077 -4.5857 -0.0010 -0.0033 -0.0006
H 3.5900 4.2809 -2.9673 -0.0025 0.0002 -0.0003
H 4.0402 2.8330 -3.8647 0.0015 -0.0002 0.0024
H 4.2169 2.5297 -1.3009 -0.0077 0.0028 -0.0042
H 0.6687 1.8703 3.8556 0.0133 0.0020 0.0181
H 0.2662 3.5785 3.7232 -0.0095 0.0023 -0.0066
H -0.5516 2.4033 2.6871 0.0289 -0.0053 0.0205
H 2.7059 4.4528 3.0884 -0.0033 0.0023 -0.0040
H 4.8402 5.0346 1.5217 0.0005 -0.0039 0.0030
H 5.4763 3.5205 0.8746 0.0000 -0.0006 -0.0063
H 4.6160 4.6363 -0.1852 -0.0047 0.0036 0.0014
H 0.9787 -2.5711 -0.6466 -0.1259 -0.0102 0.1042
H 2.1650 -3.3923 -1.6546 0.0135 -0.0098 0.0265
H 2.3089 -3.4620 0.1067 -0.0098 -0.0040 0.0434
H 4.8285 -2.3904 -1.4234 -0.0004 -0.0001 0.0001
H 6.5829 -0.3719 -1.7369 0.0050 0.0026 0.0032
H 5.7733 1.0731 -2.3472 0.0009 -0.0066 -0.0031
H 6.2587 0.9853 -0.6555 -0.0042 0.0033 0.0007
O -1.7683 -0.5053 2.2936 0.0082 -0.0799 0.0001
C -0.6240 -0.5279 2.7036 -0.0560 0.0575 0.0079
N 0.4960 -0.2012 1.9793 0.0288 -0.0480 -0.0454
S 1.8984 -0.7212 2.7504 0.0067 -0.0543 -0.0478
O 2.3058 -1.9905 2.2182 -0.0172 -0.0251 -0.0756
O 2.8698 0.3261 2.8250 -0.0255 0.0513 -0.0276
C 1.0958 -1.0136 4.2846 -0.0063 -0.0178 0.0164
C 1.6598 -1.3806 5.4899 0.0033 0.0204 -0.0021
C 0.7830 -1.6532 6.5329 -0.0097 0.0001 -0.0004
C -0.5972 -1.5762 6.3526 0.0110 0.0007 0.0091
C -1.1399 -1.2206 5.1253 -0.0083 -0.0073 -0.0050
C -0.2655 -0.9336 4.0925 -0.0015 -0.0181 0.0086
H 2.7315 -1.4489 5.6170 -0.0008 -0.0022 0.0005
H 1.1781 -1.9329 7.5002 0.0005 0.0003 0.0000
H -1.2520 -1.7977 7.1846 -0.0010 0.0002 0.0002
H -2.2081 -1.1588 4.9669 -0.0006 -0.0021 -0.0016
O -0.4911 -0.7556 -0.7239 -0.0352 -0.0115 -0.0835
As -1.8333 -1.7618 -0.8526 0.0703 0.0248 0.0657
C -1.4871 -2.6138 -2.5306 0.0097 -0.0034 -0.0047
C -2.4064 -3.5184 -3.0523 -0.0051 0.0010 -0.0083
C -2.1428 -4.1377 -4.2634 -0.0009 -0.0053 0.0010
C -0.9680 -3.8507 -4.9470 0.0028 0.0027 -0.0078
C -0.0534 -2.9494 -4.4219 0.0036 0.0018 0.0133
C -0.3077 -2.3268 -3.2074 -0.0285 -0.0017 -0.0232
C -3.5466 -0.9244 -1.0120 -0.0076 0.0057 0.0310
C -4.3577 -0.7611 0.1086 0.0242 0.0168 -0.0345
C -5.5917 -0.1464 -0.0312 -0.0102 0.0013 0.0207
C -6.0096 0.3036 -1.2776 0.0001 -0.0034 0.0195
C -5.2024 0.1320 -2.3928 0.0129 -0.0022 0.0026
C -3.9689 -0.4889 -2.2640 -0.0378 -0.0299 0.0017
C -1.9901 -3.1049 0.5065 0.0257 0.0293 0.0476
C -3.1579 -3.8625 0.5244 -0.0231 0.0203 -0.0291
C -3.3053 -4.8784 1.4575 -0.0103 0.0082 -0.0216
C -2.2930 -5.1327 2.3707 0.0143 -0.0021 0.0072
C -1.1300 -4.3755 2.3499 0.0178 -0.0076 -0.0058
C -0.9727 -3.3640 1.4157 -0.0283 -0.0228 -0.0093
H -3.3265 -3.7407 -2.5241 0.0034 0.0027 -0.0153
H -2.8528 -4.8427 -4.6744 -0.0019 0.0012 -0.0003
H -0.7658 -4.3345 -5.8934 0.0011 -0.0009 0.0008
H 0.8617 -2.7307 -4.9562 0.0015 -0.0005 0.0012
H 0.4017 -1.6291 -2.7812 -0.0192 0.0406 -0.0316
H -4.0177 -1.0912 1.0822 0.0073 -0.0332 0.0324
H -6.2268 -0.0146 0.8349 -0.0032 -0.0025 -0.0010
H -6.9726 0.7864 -1.3799 0.0013 0.0008 0.0017
H -5.5342 0.4754 -3.3634 -0.0008 -0.0015 -0.0016
H -3.3456 -0.6387 -3.1367 -0.0275 -0.0157 0.0073
H -3.9621 -3.6597 -0.1728 -0.0135 0.0070 0.0094
H -4.2135 -5.4659 1.4722 -0.0013 0.0042 -0.0017
H -2.4115 -5.9227 3.1005 0.0010 0.0032 -0.0002
H -0.3378 -4.5671 3.0623 -0.0031 -0.0055 -0.0055
H -0.0668 -2.7805 1.4208 0.1874 0.0838 -0.1012
Br -4.3659 5.2757 0.1043 -0.0026 -0.0006 -0.0010
C -2.9846 3.9888 0.2008 -0.0047 0.0050 0.0016
C -1.6820 4.3534 -0.1007 -0.0031 -0.0061 0.0055
C -0.6754 3.4022 -0.0438 0.0056 -0.0007 -0.0084
C -0.9512 2.0827 0.3230 -0.0403 0.0141 -0.0430
C -2.2581 1.7458 0.6282 -0.0077 -0.0114 -0.0416
C -3.2776 2.6905 0.5666 0.0191 0.0050 -0.0109
H -1.4515 5.3705 -0.3871 -0.0003 0.0003 0.0003
H 0.3275 3.7166 -0.3016 -0.0143 0.0054 -0.0140
H -2.4998 0.7469 0.9342 0.0046 0.0191 -0.0070
H -4.2932 2.4014 0.8018 0.0026 0.0076 0.0006
```
Forces are in eV/Å.

Computed properties:
- Molar mass: 1152.69 Da
- Calculated total energy: -7816.248543 hartree
- Gap between HOMO and LUMO: 8.4 eV
- E_HOMO: -10.87 eV
- Charge: +1

Here are the Löwdin charges for atoms 1 to 8, given in e: 1.543 -0.011 -0.287 0.044 -0.245 -0.002 0.059 -0.065

The following is a quantum chemistry calculation of 2 unconnected molecules or ions with the total composition C5H10O, from the Open Molecules 2025 dataset.

```
16
Properties=species:S:1:pos:R:3:forces:R:3
C -1.7359 1.2911 -1.2268 -0.2270 -0.1182 -0.1680
O -2.5996 0.7351 -1.8526 0.3221 0.2753 0.2362
C -0.9045 -1.6199 -0.0683 0.2039 0.0300 -0.0173
C 0.3667 -1.2341 -0.1544 -0.2168 -0.0695 0.0275
C 1.1154 -0.5432 0.9520 -0.0067 -0.0289 0.0799
C 1.3935 0.9304 0.6377 -0.0027 0.0867 -0.0243
H 0.4582 1.4601 0.4219 0.1843 -0.0727 0.0651
H -0.7761 1.6024 -1.6866 -0.1231 -0.0821 -0.0080
H -1.8480 1.5383 -0.1509 -0.0579 -0.0766 -0.1270
H -1.4779 -1.4695 0.8456 0.1020 -0.0264 -0.1082
H -1.4254 -2.0908 -0.8975 0.1147 0.0915 0.0995
H 0.9125 -1.3980 -1.0855 -0.0860 0.0435 0.1154
H 2.0680 -1.0579 1.1341 -0.1403 0.0576 -0.0244
H 0.5323 -0.6161 1.8781 0.0703 0.0043 -0.1272
H 1.8705 1.4321 1.4859 -0.0296 -0.0841 -0.1287
H 2.0505 1.0399 -0.2327 -0.1070 -0.0305 0.1093
```
Forces are in eV/Å.

Computed properties:
- Molar mass: 86.13 Da
- SMILES: C=CCC.C=O
- Calculated total energy: -271.689781 hartree
- Gap between HOMO and LUMO: 10.7 eV
- E_HOMO: -9.80 eV
- Charge: 0

Here are the Löwdin charges for atoms 1 to 8, given in e: -0.174 -0.011 -0.017 -0.209 -0.271 -0.111 0.044 0.081

The following is a quantum chemistry calculation of a molecular structure, CBrClF3N, from the Open Molecules 2025 dataset.

```
7
Properties=species:S:1:pos:R:3:forces:R:3
C -0.0453 0.2100 -1.1126 -0.2152 -0.2554 0.8715
N -0.5003 -0.0755 1.5232 -0.9595 0.9306 -0.9014
F 0.0655 1.4691 -1.4743 0.0103 -0.2243 -0.1871
F 1.0892 -0.4532 -1.2332 -0.1580 0.1629 -0.2654
F -1.0504 -0.4091 -1.7019 0.3418 0.2347 -0.0933
Cl 0.5312 1.0653 2.1783 0.4381 -0.1260 0.2605
Br -0.0900 -1.8066 1.8204 0.5426 -0.7226 0.3152
```
Forces are in eV/Å.

Computed properties:
- Molar mass: 198.37 Da
- Calculated total energy: -3426.494910 hartree
- Gap between HOMO and LUMO (spin up / spin down): 8.0 / 9.3 eV
- E_HOMO (spin up / spin down): -9.46 / -9.79 eV
- Charge: 0

Quick look at the Löwdin charges, all values in e: -0.486 -1.025 0.150 0.125 0.144 0.492 0.600

The following is a quantum chemistry calculation of a single C6H8OS molecule, from the Open Molecules 2025 dataset.

```
16
Properties=species:S:1:pos:R:3:forces:R:3
C -0.4172 0.3791 -0.0240 -8.7130 4.1641 7.1046
C -1.6647 0.0908 1.1602 3.8989 1.6188 -4.4449
C 0.4737 -0.3541 -0.6234 6.7409 -0.8546 -4.1829
C -1.7730 1.5183 1.5375 3.1244 -0.0065 1.7860
C 1.6651 0.3231 -1.3030 -1.5183 -0.2930 -0.6205
C 0.6343 -1.7679 -0.6459 0.2330 -2.9751 3.0336
O -2.2051 -0.9001 1.5099 -1.0932 -1.8387 0.8920
S -0.5315 2.1397 0.3571 0.0805 -2.1540 -0.3327
H -2.6506 2.0282 1.6690 -2.6124 1.1960 -0.5337
H -1.3077 1.6495 2.5620 -0.1060 -0.1413 -0.7789
H 1.7199 0.3728 -2.4322 -0.1311 -0.4042 1.1973
H 1.6788 1.2996 -0.9099 0.4420 1.5035 0.0891
H 2.4435 -0.2325 -0.8461 1.5135 -0.2288 -0.2695
H -0.0562 -2.2596 0.0795 0.3942 0.1478 -0.5611
H 0.3038 -2.0068 -1.6022 -0.4985 -1.2642 -2.0538
H 1.6870 -2.2801 -0.4886 -1.7549 1.5301 -0.3246
```
Forces are in eV/Å.

Computed properties:
- Molar mass: 128.20 Da
- Calculated total energy: -706.631758 hartree
- Gap between HOMO and LUMO (spin up / spin down): 5.6 / 6.5 eV
- 2S+1: 3
- E_HOMO (spin up / spin down): -4.95 / -9.05 eV
- Charge: 0

Here are the Löwdin charges for atoms 1 to 8, given in e: -0.329 -0.495 -0.399 -0.391 -0.047 -0.068 0.060 1.005

The following is a quantum chemistry calculation of a molecular structure, C23H49Cl3F2K3N3O5, from the Open Molecules 2025 dataset.

```
88
Properties=species:S:1:pos:R:3:forces:R:3
C -1.2359 -0.4727 -2.1818 0.8114 0.4684 -1.6448
C 0.1031 0.2104 -1.5929 -0.8489 0.3639 0.9349
F 1.1609 0.3813 -2.6063 -1.7232 -0.6354 1.6080
C 0.6814 -0.4866 -0.2215 1.0894 0.8587 0.0057
N 1.2617 0.6776 0.5869 -0.7158 -2.4421 -1.6502
C 1.9274 -1.4932 -0.4964 -1.1440 -0.5697 -0.4604
C 1.5502 -2.8103 -1.3446 1.7534 -0.5631 0.1849
O 1.1367 -2.5591 -2.7200 1.4451 -0.3083 0.4895
C -0.4621 -1.1432 0.7195 -2.7830 3.9281 6.2138
O -1.0227 -2.3310 0.5626 4.7796 3.5411 2.0121
O -0.8816 -0.4085 1.8323 3.0352 -3.8388 -6.7776
H -2.1405 0.1949 -1.9118 1.3998 -1.3584 -0.1519
H -1.3726 -1.5856 -1.9164 1.6411 4.0236 -1.8075
H -1.1598 -0.4282 -3.3414 -0.1100 -0.0897 1.9345
H -0.1845 1.2926 -1.2790 0.7149 -1.9433 -0.5494
H 2.1190 0.9406 0.0612 -0.6791 -0.0660 0.5874
H 1.6279 0.2787 1.5075 -0.8628 0.9006 -1.5115
H 2.4019 -1.8033 0.5183 -0.9565 0.5136 -1.7594
H 2.7232 -0.8713 -1.0579 -1.2512 -1.1766 0.7778
H 2.5228 -3.4536 -1.4121 -1.5907 0.9029 0.3489
H 0.7608 -3.4913 -0.8629 0.9667 1.2633 -0.5840
H 1.9882 -2.5758 -3.2350 -1.5434 0.2576 0.6107
C 5.7104 0.7418 0.4552 -3.0897 -1.9909 -0.5497
C 4.5970 0.0124 1.1583 -1.4457 -2.7776 0.9725
N 3.7115 -0.5584 1.7324 4.5934 1.4151 -2.6551
H 6.6774 0.4167 0.8510 -0.3597 -0.7308 -0.3609
H 5.6753 0.5314 -0.6164 -0.0234 -0.0671 0.0922
H 5.6062 1.8174 0.6096 -3.1873 -2.3393 -2.5024
C -4.1024 0.0228 0.5304 -0.1456 0.1222 0.3387
C -5.2268 -0.9809 0.3246 0.1146 0.0889 0.0046
C -5.7684 -1.0340 -1.1041 -0.1803 -0.2056 0.2432
C -6.2678 0.2518 -1.7721 -0.1507 -0.0999 -0.0178
N -7.4897 0.9546 -1.1652 -0.3037 0.3510 0.1185
C -7.9773 2.0229 -2.1677 0.1282 -0.3706 -0.4386
C -8.9455 1.2843 -3.0638 0.1448 0.0118 -0.1551
C -9.6748 0.3536 -2.1163 -0.6710 -0.3046 -0.0859
C -8.7000 0.0288 -0.9904 0.2773 0.0467 0.1375
C -7.1533 1.6738 0.1224 -0.0355 -0.2954 -0.1816
H -4.3733 1.0282 0.2007 0.0448 -0.0308 -0.0897
H -3.8440 0.0819 1.5923 0.2347 -0.2210 -0.0692
H -3.2054 -0.2806 -0.0159 0.0295 0.1422 0.1034
H -6.0359 -0.8081 1.0364 0.0644 -0.0532 0.0318
H -4.8382 -1.9753 0.5774 -0.1670 0.0288 0.0838
H -6.5330 -1.8157 -1.1547 -0.0247 0.0565 -0.0981
H -4.9549 -1.4087 -1.7402 -0.1033 0.2460 -0.2263
H -6.5476 -0.0070 -2.7990 -0.0792 0.2067 0.1681
H -5.4738 0.9997 -1.8346 -0.2504 0.1066 0.0848
H -8.4960 2.8044 -1.6090 0.2931 -0.1026 0.0485
H -7.1161 2.4507 -2.6922 0.2385 0.7973 0.2500
H -8.4146 0.7156 -3.8326 -0.0193 0.0846 0.0115
H -9.6288 1.9674 -3.5739 0.2138 -0.0261 0.0643
H -10.0160 -0.5507 -2.6274 0.0002 0.0513 0.1582
H -10.5629 0.8437 -1.7054 0.1246 -0.0387 -0.0484
H -8.3818 -1.0115 -1.0189 0.1496 0.1580 0.1074
H -9.1501 0.2300 -0.0155 0.2779 -0.0403 -0.0809
H -6.2966 2.3231 -0.0576 -0.1302 -0.0184 -0.0489
H -6.9531 0.9486 0.9052 0.1533 0.0256 -0.0699
H -8.0162 2.2723 0.4231 0.1270 -0.0825 -0.2129
K 6.8687 2.3955 1.4818 4.7717 4.7280 4.4254
F -6.1625 4.1363 -2.8642 -0.2077 -0.7252 0.1625
K -2.2412 -2.7333 -0.8948 -5.8327 -3.4210 -2.7956
O -2.8851 -1.4593 3.9823 -0.6167 -0.9339 -0.2829
H -2.2461 -0.7740 4.1464 0.4594 0.4149 -0.0350
C 11.8858 0.2475 -0.7374 -0.0575 -0.0617 -0.1132
C 11.9846 -0.0224 0.7532 0.0740 0.0029 -0.0273
O 10.7926 -0.5594 1.3155 -0.2286 0.1915 0.1025
C 10.3509 -1.8061 0.7871 0.0556 -0.0872 0.0167
C 11.3584 -2.9285 0.9575 0.1702 -0.0270 0.0516
H 11.0574 0.9303 -0.9495 0.0929 -0.0113 0.0190
H 12.8123 0.6975 -1.1053 -0.1101 -0.0299 0.0622
H 11.7101 -0.6667 -1.3071 0.0915 0.0243 -0.0020
H 12.1731 0.9226 1.2715 -0.1682 -0.1617 0.0880
H 12.8364 -0.6718 0.9821 -0.0349 -0.0121 -0.0889
H 10.0623 -1.6898 -0.2625 0.0808 -0.0371 -0.0661
H 9.4376 -2.0671 1.3296 0.1005 0.2098 0.0585
H 12.2895 -2.7269 0.4237 -0.0802 -0.0549 -0.0555
H 10.9505 -3.8681 0.5747 0.0141 0.1101 0.0504
H 11.6097 -3.0602 2.0143 -0.0827 0.0016 -0.1101
K 0.1945 -3.5514 1.9838 0.5602 -0.4765 1.9397
Cl 1.6962 3.4556 3.8559 -0.9501 2.1198 1.0470
C 0.0697 3.0809 3.2366 -0.2442 -0.0172 -0.1038
C -0.9428 2.9129 4.3529 -0.0174 0.1614 -0.1076
Cl -0.6454 1.4449 5.3162 0.0204 0.0710 0.0430
H 0.1417 2.1815 2.6192 0.1378 -0.0036 0.1691
H -0.2236 3.9134 2.5923 -0.0206 -0.0217 0.1415
H -1.9463 2.8166 3.9316 0.1430 -0.0864 -0.0468
H -0.9392 3.7692 5.0312 0.0943 -0.1461 -0.0693
Cl 2.6111 1.2714 2.7271 1.5138 0.1047 1.5881
```
Forces are in eV/Å.

Computed properties:
- Molar mass: 709.31 Da
- Calculated total energy: -4825.771093 hartree
- Gap between HOMO and LUMO: 2.4 eV
- E_HOMO: -4.18 eV
- Charge: 0

Here are the Löwdin charges for atoms 1 to 8, given in e: -0.076 -0.188 -0.091 -0.308 -0.059 -0.107 -0.232 -0.110

The following is a quantum chemistry calculation of a single C2HClF2S molecule, from the Open Molecules 2025 dataset.

```
7
Properties=species:S:1:pos:R:3:forces:R:3
C -0.1442 0.1737 -0.7275 1.2749 -0.7828 4.2845
C -0.8763 -0.1351 0.3661 -0.1247 -0.1315 -0.2774
F -2.1944 -0.0150 0.3111 0.2200 -0.3136 -0.2503
F -0.5624 -0.6093 1.5726 0.3525 1.0031 -1.5537
S 2.5772 0.0002 0.9201 0.5963 -0.2962 1.2222
Cl 1.6146 0.4013 -0.7367 -0.7327 0.0303 -1.0718
H -0.4145 0.1843 -1.7058 -1.5862 0.4907 -2.3536
```
Forces are in eV/Å.

Computed properties:
- Molar mass: 130.55 Da
- Calculated total energy: -1134.774606 hartree
- Gap between HOMO and LUMO: 8.7 eV
- E_HOMO: -8.40 eV
- Charge: 0

Quick look at the Löwdin charges, all values in e: -0.309 -0.394 0.132 0.121 -0.016 0.423 0.042

> Look up the molar mass of the third one.

198.37 Da

> The highest calculated total energy belongs to which entry?

C5H10O